Entry from the Open Molecules 2025 dataset: 8 unconnected molecules or ions with the total composition C33H72F12N3O15PS4 in a non-equilibrium geometry (ωB97M-V with the def2-TZVPD basis set).

Last columns: bonded neighbours and bond lengths (Å).
Atoms and positions in Å:
1 H -7.195 0.555 0.961  C138 1.090
2 C 2.530 5.032 -3.275  H25 1.090, H74 1.090, N85 1.561, H103 1.090
3 H -5.218 -6.719 -0.630  C60 1.090
4 O 1.182 -2.248 3.602  S101 1.478
5 H 8.894 -0.092 2.810  C129 1.090
6 H -0.688 2.750 -1.473  O81 0.960
7 H 9.466 0.085 1.091  C129 1.090
8 O -1.422 2.985 0.019  S96 1.463
9 H 6.364 0.420 3.332  C26 1.090
10 F 0.107 -4.816 2.202  C75 1.345
11 H -9.557 -0.250 0.696  C27 1.090
12 O -1.141 -0.655 8.316  S42 1.479
13 F 2.234 -4.411 2.029  C75 1.332
14 C 7.484 1.890 1.514  H22 1.090, H90 1.090, N100 1.528, H113 1.090
15 H -1.845 -0.306 -0.432  C108 1.090
16 S 3.448 2.321 3.587  O46 1.467, O53 1.463, O54 1.463, C63 1.965
17 H 3.405 -1.930 1.205  C32 1.090
18 F -1.480 1.538 5.075  C40 1.358
19 H -5.361 -0.165 -5.361  C122 1.090
20 H -4.852 -0.947 -3.334  C105 1.090
21 F -5.095 3.298 1.413  C91 1.394
22 H 7.805 2.036 2.545  C14 1.090
23 O -2.738 1.489 1.416  S96 1.459
24 H -1.086 3.382 -3.592  C95 1.090
25 H 2.184 5.044 -2.242  C2 1.090
26 C 6.242 -0.046 2.354  H9 1.090, N100 1.577, H109 1.090, C121 1.481
27 C -8.784 -0.442 -0.048  H11 1.090, H58 1.090, H123 1.090, C138 1.581
28 H 1.230 -1.021 2.449  N133 1.010
29 H 1.223 -0.178 -3.806  C127 1.090
30 C -1.012 -1.902 -1.830  H71 1.090, H79 1.090, C97 1.529, C108 1.550
31 C -4.100 0.981 -2.842  H48 1.090, C105 1.579, H114 1.090, C135 1.528
32 C 2.683 -1.764 0.406  H17 1.090, H112 1.090, H128 1.090, C132 1.518
33 H -5.704 1.389 -5.963  C122 1.090
34 F -1.267 2.142 7.142  C40 1.361
35 H -0.018 1.072 2.703  C87 1.090
36 H -4.071 -4.599 0.098  C126 1.090
37 F 4.895 1.805 5.848  C63 1.384
38 H 0.238 1.369 0.942  C87 1.090
39 O 0.181 -3.918 5.172  S101 1.507
40 C -0.933 1.160 6.260  F18 1.358, F34 1.361, S42 1.886, F70 1.383
41 H -3.492 1.312 -4.943  C135 1.090
42 S -1.684 -0.422 6.960  O12 1.479, C40 1.886, O115 1.531, O119 1.488
43 F -3.922 5.013 0.862  C91 1.336
44 O 6.163 -2.323 1.528  H57 0.960, C121 1.406
45 H -0.217 4.662 -2.998  C95 1.090
46 O 2.823 0.995 3.638  S16 1.467
47 C 2.915 2.666 -2.671  H64 1.090, H72 1.090, N85 1.545, H111 1.090
48 H -3.211 1.482 -2.461  C31 1.090
49 P -3.668 -1.497 -1.347  C56 1.893, C80 1.848, C105 1.880, C108 1.755
50 H -3.287 -1.007 -3.772  C105 1.090
51 H -6.378 -0.251 -1.380  C99 1.090
52 H 1.862 -1.208 -2.653  C127 1.090
53 O 4.608 2.309 2.695  S16 1.463
54 O 2.590 3.451 3.229  S16 1.463
55 H -5.122 -7.324 -2.229  C60 1.090
56 C -4.013 -3.329 -1.676  P49 1.893, H125 1.090, C126 1.544, H137 1.090
57 H 6.101 -3.234 1.825  O44 0.960
58 H -8.938 0.183 -0.928  C27 1.090
59 H -6.423 -1.974 -0.739  C99 1.090
60 C -5.025 -6.402 -1.655  H3 1.090, H55 1.090, C93 1.509, H102 1.090
61 H 8.588 -1.320 1.623  C129 1.090
62 H -7.357 -1.076 1.497  C138 1.090
63 C 3.988 2.761 5.424  S16 1.965, F37 1.384, F65 1.339, F120 1.356
64 H 2.596 3.122 -1.734  C47 1.090
65 F 2.982 2.657 6.301  C63 1.339
66 H 5.314 -1.762 3.251  C121 1.090
67 H -4.425 2.552 -4.142  C135 1.090
68 H 6.054 0.555 -0.291  C76 1.090
69 H 4.352 3.763 -4.767  C84 1.090
70 F 0.437 1.078 6.096  C40 1.383
71 H -0.515 -2.753 -1.366  C30 1.090
72 H 2.230 1.829 -2.809  C47 1.090
73 H -4.653 -1.075 0.923  C80 1.090
74 H 3.566 5.324 -3.099  C2 1.090
75 C 1.263 -4.729 2.884  F10 1.345, F13 1.332, S101 1.901, F116 1.370
76 C 6.990 0.032 -0.092  H68 1.090, H98 1.090, N100 1.518, H124 1.090
77 H 3.283 2.420 -5.401  C84 1.090
78 H 0.833 4.065 -5.171  C110 1.090
79 H -1.516 -2.276 -2.721  C30 1.090
80 C -4.768 -0.701 -0.094  P49 1.848, H73 1.090, C99 1.567, H140 1.090
81 O 0.021 2.754 -2.121  H6 0.960, C95 1.384
82 H -2.521 -4.352 -0.524  C126 1.090
83 H -2.949 -6.554 -1.035  C93 1.090
84 C 3.359 3.467 -5.107  H69 1.090, H77 1.090, N85 1.555, H89 1.090
85 N 2.470 3.577 -3.837  C2 1.561, C47 1.545, C84 1.555, C110 1.590
86 H -0.667 -0.165 1.585  C87 1.090
87 C 0.078 0.619 1.717  H35 1.090, H38 1.090, H86 1.090, N133 1.551
88 H -3.261 -5.792 -2.571  C93 1.090
89 H 2.912 4.123 -5.853  C84 1.090
90 H 8.229 2.227 0.793  C14 1.090
91 C -4.031 3.706 0.611  F21 1.394, F43 1.336, S96 1.938, F134 1.335
92 H -0.751 0.127 -2.589  C97 1.090
93 C -3.620 -5.863 -1.545  C60 1.509, H83 1.090, H88 1.090, C126 1.488
94 H 2.007 0.373 2.392  N133 1.010
95 C -0.089 3.600 -3.211  H24 1.090, H45 1.090, O81 1.384, C110 1.575
96 S -2.362 2.870 1.134  O8 1.463, O23 1.459, C91 1.938, O131 1.472
97 C -0.144 -0.719 -2.265  C30 1.529, H92 1.090, H118 1.090, C127 1.507
98 H 7.766 0.463 -0.725  C76 1.090
99 C -6.259 -0.918 -0.527  H51 1.090, H59 1.090, C80 1.567, C138 1.625
100 N 7.370 0.377 1.336  C14 1.528, C26 1.577, C76 1.518, C129 1.495
101 S 1.372 -3.513 4.342  O4 1.478, O39 1.507, C75 1.901, O130 1.468
102 H -5.731 -5.643 -1.992  C60 1.090
103 H 1.981 5.809 -3.806  C2 1.090
104 H -2.045 -1.971 0.076  C108 1.090
105 C -3.891 -0.579 -2.972  H20 1.090, C31 1.579, P49 1.880, H50 1.090
106 H 0.962 2.337 -4.703  C110 1.090
107 O 2.361 0.547 -0.201  C132 1.222
108 C -2.011 -1.319 -0.798  H15 1.090, C30 1.550, P49 1.755, H104 1.090
109 H 5.336 0.222 1.811  C26 1.090
110 C 0.978 3.367 -4.346  H78 1.090, N85 1.590, C95 1.575, H106 1.090
111 H 3.939 2.343 -2.857  C47 1.090
112 H 3.263 -2.001 -0.486  C32 1.090
113 H 6.586 2.478 1.322  C14 1.090
114 H -4.969 1.183 -2.216  C31 1.090
115 O -1.422 -1.541 5.949  S42 1.531
116 F 1.577 -5.993 3.312  C75 1.370
117 H 7.001 -1.871 3.290  C121 1.090
118 H 0.313 -0.241 -1.398  C97 1.090
119 O -3.141 -0.121 6.986  S42 1.488
120 F 4.588 3.977 5.399  C63 1.356
121 C 6.193 -1.494 2.664  C26 1.481, O44 1.406, H66 1.090, H117 1.090
122 C -5.552 0.855 -5.025  H19 1.090, H33 1.090, C135 1.561, H139 1.090
123 H -8.949 -1.469 -0.372  C27 1.090
124 H 7.027 -1.029 -0.341  C76 1.090
125 H -5.093 -3.376 -1.820  C56 1.090
126 C -3.542 -4.548 -0.853  H36 1.090, C56 1.544, H82 1.090, C93 1.488
127 C 0.952 -1.068 -3.237  H29 1.090, H52 1.090, C97 1.507, H136 1.090
128 H 1.930 -2.550 0.457  C32 1.090
129 C 8.665 -0.241 1.754  H5 1.090, H7 1.090, H61 1.090, N100 1.495
130 O 2.627 -3.652 5.091  S101 1.468
131 O -1.860 3.626 2.294  S96 1.472
132 C 2.063 -0.384 0.532  C32 1.518, O107 1.222, N133 1.503
133 N 1.380 -0.213 1.861  H28 1.010, C87 1.551, H94 1.010, C132 1.503
134 F -4.139 3.446 -0.694  C91 1.335
135 C -4.334 1.473 -4.270  C31 1.528, H41 1.090, H67 1.090, C122 1.561
136 H 0.753 -2.014 -3.741  C127 1.090
137 H -3.495 -3.385 -2.633  C56 1.090
138 C -7.341 -0.462 0.597  H1 1.090, C27 1.581, H62 1.090, C99 1.625
139 H -6.497 0.826 -4.482  C122 1.090
140 H -4.547 0.367 -0.105  C80 1.090

Values from the calculation:
HOMO energy ... -0.20450 hartree
E_tot ... -155803.0545 eV
ΔE to the lowest compared entry with this formula, charge and spin ... 103.9 kcal/mol
Spin multiplicity ... 1

Here are the Mulliken charges for atoms 1 to 99, given in e: H 0.31; C -0.91; H 0.31; O -0.88; H 0.33; H 0.29; H 0.38; O -0.98; H 0.23; F -0.22; H 0.39; O -0.66; F -0.25; C -0.85; H -0.11; S 1.16; H 0.16; F -0.17; H 0.35; H 0.83; F -0.23; H 0.41; O -0.63; H 0.30; H 0.40; C 0.04; C -1.25; H 0.44; H 0.17; C -1.27; C 0.30; C -1.31; H 0.40; F -0.24; H 0.11; H 0.41; F -0.24; H 0.46; O -0.62; C 0.47; H 0.30; S 1.05; F -0.20; O -0.51; H 0.45; O -0.76; C -0.78; H -0.29; P -0.25; H 0.82; H 0.01; H 0.23; O -0.72; O -0.71; H 0.37; C -1.01; H 0.31; H 0.32; H 0.23; C -1.15; H 0.34; H 0.44; C 0.43; H 0.33; F -0.14; H 0.63; H 0.53; H 0.47; H 0.39; F -0.17; H 0.62; H 0.10; H 0.91; H 0.38; C 0.50; C -0.99; H 0.37; H 0.43; H 0.69; C -0.10; O -0.18; H 0.26; H 0.38; C -0.93; N 0.23; H 0.27; C -0.60; H 0.37; H 0.39; H 0.38; C 0.43; H -0.06; C -0.80; H -0.18; C -0.33; S 1.12; C 0.88; H 0.39; C -0.36

Entry from the Open Molecules 2025 dataset: a gas-phase ion, C3H7N2S (charge +1) in a non-equilibrium geometry (ωB97M-V with the def2-TZVPD basis set).

Last columns: bonded neighbours and bond lengths (Å).
Atoms and positions in Å:
1 S -1.280 -1.582 0.710  C5 1.568, C7 2.179
2 H -2.036 0.701 -1.767  N12 1.026
3 H -0.800 1.455 -0.830  N12 1.051
4 C 2.643 -0.353 0.113  H8 1.078, N9 1.410, H10 1.121, H13 1.159
5 C 0.221 -1.185 0.487  S1 1.568, N9 1.203
6 H -3.241 0.228 0.343  C7 1.103
7 C -2.150 0.359 0.237  S1 2.179, H6 1.103, H11 1.093, N12 1.304
8 H 3.236 -1.179 -0.244  C4 1.078
9 N 1.340 -0.742 0.484  C4 1.410, C5 1.203
10 H 3.033 0.175 1.023  C4 1.121
11 H -1.719 0.848 1.115  C7 1.093
12 N -1.744 0.992 -0.827  H2 1.026, H3 1.051, C7 1.304
13 H 2.497 0.283 -0.844  C4 1.159

Values from the calculation:
HOMO energy ... -0.51952 hartree
E_tot ... -17031.4841 eV
ΔE to the lowest compared entry with this formula, charge and spin ... 48.1 kcal/mol
Spin multiplicity ... 1
Charge ... +1

natural (NBO) charges in e: S 0.23; H 0.41; H 0.41; C -0.44; C 0.26; H 0.25; C -0.10; H 0.26; N -0.29; H 0.26; H 0.22; N -0.72; H 0.25

Entry from the Open Molecules 2025 dataset: C3H5N3S in the gas phase in a non-equilibrium geometry (ωB97M-V with the def2-TZVPD basis set).

Last columns: bonded neighbours and bond lengths (Å).
Atoms and positions in Å:
1 S -0.660 0.116 -2.579  H6 1.487, C10 1.905
2 C -0.073 0.094 0.007  C5 1.395, N9 1.327, C10 1.368
3 H -0.911 1.846 -0.662  C10 1.127
4 N 1.261 0.053 1.640  N7 1.344, N9 1.418, H11 1.012
5 C -0.073 -1.158 0.624  C2 1.395, N7 1.309, H12 1.242
6 H 0.798 -0.149 -2.446  S1 1.487
7 N 0.815 -1.213 1.584  N4 1.344, C5 1.309
8 H -2.138 0.364 -0.803  C10 1.220
9 N 0.819 0.889 0.583  C2 1.327, N4 1.418
10 C -0.974 0.729 -0.803  S1 1.905, C2 1.368, H3 1.127, H8 1.220
11 H 2.058 0.481 2.093  N4 1.012
12 H -0.922 -2.053 0.762  C5 1.242

Values from the calculation:
HOMO energy ... -0.33482 hartree
E_tot ... -18494.7178 eV
SMILES ... SCc1cn[nH]n1
ΔE to the lowest compared entry with this formula, charge and spin ... 73.3 kcal/mol
Spin multiplicity ... 1

natural (NBO) charges in e: S -0.09; C 0.00; H 0.25; N -0.21; C -0.07; H 0.15; N -0.21; H 0.25; N -0.23; C -0.49; H 0.41; H 0.24